(1)
The following is a quantum chemistry calculation of a structure of composition C29H28ClNPSm, from OMol25.

Each line ends with the Löwdin charge.
CARTESIAN COORDINATES (ANGSTROEM)
1 C -1.124 -1.482 1.142  -0.215
2 C -1.003 -1.981 -0.190  -0.219
3 C 0.396 -2.089 -0.505  -0.230
4 H -1.836 -2.257 -0.838  0.099
5 C 1.138 -1.665 0.655  -0.258
6 C 0.204 -1.275 1.664  -0.235
7 H 0.461 -0.911 2.663  0.105
8 H -2.057 -1.334 1.679  0.093
9 H 0.817 -2.470 -1.433  0.107
10 H 2.223 -1.625 0.750  0.104
11 Sm 0.002 0.356 -0.140  1.371
12 Cl 2.378 1.126 -0.741  -0.161
13 P 0.098 0.352 -3.687  1.046
14 C 1.187 -0.721 -4.705  -0.380
15 C 0.764 -1.421 -5.847  -0.081
16 H -0.280 -1.386 -6.157  0.103
17 C 1.676 -2.167 -6.599  -0.079
18 H 1.332 -2.697 -7.487  0.105
19 C 3.019 -2.233 -6.216  -0.082
20 H 3.727 -2.820 -6.804  0.105
21 C 3.445 -1.543 -5.074  -0.079
22 H 4.496 -1.582 -4.781  0.107
23 C 2.539 -0.809 -4.311  -0.099
24 H 2.866 -0.288 -3.408  0.076
25 C -1.537 -0.078 -4.399  -0.393
26 C -2.172 -1.226 -3.880  -0.111
27 H -1.680 -1.807 -3.098  0.083
28 C -3.411 -1.624 -4.377  -0.081
29 H -3.897 -2.513 -3.970  0.106
30 C -4.033 -0.892 -5.397  -0.081
31 H -5.004 -1.206 -5.783  0.105
32 C -3.405 0.241 -5.918  -0.075
33 H -3.876 0.814 -6.718  0.107
34 C -2.167 0.655 -5.416  -0.078
35 H -1.694 1.549 -5.823  0.105
36 C 0.401 1.986 -4.478  -0.377
37 C 1.119 2.168 -5.671  -0.075
38 H 1.560 1.314 -6.184  0.104
39 C 1.269 3.448 -6.218  -0.075
40 H 1.810 3.571 -7.156  0.105
41 C 0.734 4.562 -5.565  -0.080
42 H 0.864 5.561 -5.985  0.105
43 C 0.030 4.389 -4.367  -0.077
44 H -0.388 5.256 -3.850  0.108
45 C -0.147 3.115 -3.832  -0.104
46 H -0.725 2.983 -2.915  0.083
47 C -0.319 3.505 0.298  -0.117
48 C -0.867 3.017 1.587  -0.429
49 C -1.355 3.764 2.689  -0.083
50 C -1.768 2.831 3.656  -0.083
51 C -1.526 1.544 3.113  -0.387
52 C -1.814 0.274 3.789  -0.078
53 N -0.970 1.663 1.847  -0.065
54 H 0.759 3.256 0.188  0.029
55 H -0.419 4.600 0.231  0.089
56 H -0.891 3.092 -0.567  0.041
57 H -1.376 4.847 2.730  0.086
58 H -2.192 3.002 4.640  0.088
59 H -0.929 -0.368 3.874  0.055
60 H -2.161 0.499 4.809  0.084
61 H -2.611 -0.290 3.286  0.064

Summary:
Calculated total energy (eV): -71734.136
E_LUMO (alpha / beta) (eV): -0.5 / -0.1
<S²>: 8.76
Orbital gap (alpha / beta) (eV): 5.9990 / 6.3493
Total charge: 0
Multiplicity: 6

=====

(2)
The following is a quantum chemistry calculation of a structure of composition C4H8FKO3, from OMol25.

Each line ends with the Löwdin charge.
CARTESIAN COORDINATES (ANGSTROEM)
1 K -3.641 -2.126 1.722  0.970
2 F -2.968 -0.631 2.864  -0.692
3 C -1.750 0.523 1.421  -0.096
4 C -0.773 -0.432 0.646  -0.183
5 O 0.106 0.443 -0.125  0.041
6 C 1.177 -0.051 -0.694  -0.543
7 O 1.697 -1.163 -0.493  0.077
8 O 1.651 0.914 -1.566  -0.039
9 C 2.781 0.679 -2.402  -0.051
10 H -2.617 0.595 0.764  0.057
11 H -1.286 1.484 1.646  0.078
12 H -2.115 0.090 2.352  -0.104
13 H -1.272 -1.275 0.167  0.095
14 H -0.193 -0.974 1.393  0.114
15 H 3.501 0.025 -1.911  0.088
16 H 3.296 1.639 -2.449  0.092
17 H 2.405 0.260 -3.335  0.096

Summary:
Calculated total energy (eV): -29460.971
E_LUMO (eV): -0.7
Orbital gap (eV): 7.5254
Total charge: 0

=====

(3)
The following is a quantum chemistry calculation of a structure of composition C18H19BiCl3N2OSe, from OMol25.

Each line ends with the Löwdin charge.
CARTESIAN COORDINATES (ANGSTROEM)
1 Bi -0.447 -0.183 2.183  1.429
2 Cl 4.891 3.006 -1.500  0.726
3 C 3.573 2.024 -0.995  -0.667
4 C 3.608 1.418 0.249  -0.114
5 C 2.520 0.671 0.657  -0.564
6 Cl 2.526 -0.040 2.249  0.687
7 C 1.391 0.478 -0.139  -0.458
8 O 0.335 -0.271 0.232  -0.420
9 C 1.403 1.098 -1.396  -0.571
10 Cl 0.040 0.886 -2.434  0.760
11 C 2.472 1.863 -1.823  -0.108
12 H 4.476 1.522 0.885  0.116
13 H 2.449 2.335 -2.795  0.116
14 C -2.540 -0.931 -0.258  -0.140
15 C -3.955 -0.835 -0.884  -0.123
16 N -4.737 0.195 -0.207  -0.156
17 C -4.012 1.457 -0.247  -0.131
18 C -2.690 1.332 0.560  -0.162
19 N -2.504 -0.086 0.964  -0.352
20 C -3.608 -0.504 1.865  -0.168
21 C -4.964 -0.195 1.177  -0.134
22 H -1.772 -0.575 -0.936  0.073
23 H -2.298 -1.951 0.022  0.093
24 H -4.490 -1.782 -0.797  0.127
25 H -3.896 -0.587 -1.944  0.127
26 H -4.644 2.241 0.171  0.126
27 H -3.804 1.703 -1.288  0.127
28 H -2.710 1.955 1.459  0.118
29 H -1.831 1.623 -0.047  0.101
30 H -3.516 0.026 2.818  0.116
31 H -3.487 -1.570 2.056  0.101
32 H -5.480 0.621 1.683  0.126
33 H -5.614 -1.069 1.197  0.127
34 Se -0.521 -2.703 2.556  0.625
35 C -0.010 -3.481 0.849  -0.614
36 C 1.266 -3.297 0.345  -0.129
37 C 1.612 -3.917 -0.848  -0.060
38 C 0.687 -4.702 -1.521  -0.064
39 C -0.588 -4.883 -1.001  -0.066
40 C -0.937 -4.287 0.201  -0.148
41 H 1.985 -2.682 0.870  0.086
42 H 2.609 -3.800 -1.249  0.114
43 H 0.963 -5.188 -2.447  0.112
44 H -1.307 -5.493 -1.532  0.112
45 H -1.910 -4.461 0.644  0.102

Summary:
Calculated total energy (eV): -132749.844
E_LUMO (eV): -3.7
Orbital gap (eV): 7.8806
Total charge: +1

=====

Copy entry 3 word for word.
The following is a quantum chemistry calculation of a structure of composition C18H19BiCl3N2OSe, from OMol25.

Each line ends with the Löwdin charge.
CARTESIAN COORDINATES (ANGSTROEM)
1 Bi -0.447 -0.183 2.183  1.429
2 Cl 4.891 3.006 -1.500  0.726
3 C 3.573 2.024 -0.995  -0.667
4 C 3.608 1.418 0.249  -0.114
5 C 2.520 0.671 0.657  -0.564
6 Cl 2.526 -0.040 2.249  0.687
7 C 1.391 0.478 -0.139  -0.458
8 O 0.335 -0.271 0.232  -0.420
9 C 1.403 1.098 -1.396  -0.571
10 Cl 0.040 0.886 -2.434  0.760
11 C 2.472 1.863 -1.823  -0.108
12 H 4.476 1.522 0.885  0.116
13 H 2.449 2.335 -2.795  0.116
14 C -2.540 -0.931 -0.258  -0.140
15 C -3.955 -0.835 -0.884  -0.123
16 N -4.737 0.195 -0.207  -0.156
17 C -4.012 1.457 -0.247  -0.131
18 C -2.690 1.332 0.560  -0.162
19 N -2.504 -0.086 0.964  -0.352
20 C -3.608 -0.504 1.865  -0.168
21 C -4.964 -0.195 1.177  -0.134
22 H -1.772 -0.575 -0.936  0.073
23 H -2.298 -1.951 0.022  0.093
24 H -4.490 -1.782 -0.797  0.127
25 H -3.896 -0.587 -1.944  0.127
26 H -4.644 2.241 0.171  0.126
27 H -3.804 1.703 -1.288  0.127
28 H -2.710 1.955 1.459  0.118
29 H -1.831 1.623 -0.047  0.101
30 H -3.516 0.026 2.818  0.116
31 H -3.487 -1.570 2.056  0.101
32 H -5.480 0.621 1.683  0.126
33 H -5.614 -1.069 1.197  0.127
34 Se -0.521 -2.703 2.556  0.625
35 C -0.010 -3.481 0.849  -0.614
36 C 1.266 -3.297 0.345  -0.129
37 C 1.612 -3.917 -0.848  -0.060
38 C 0.687 -4.702 -1.521  -0.064
39 C -0.588 -4.883 -1.001  -0.066
40 C -0.937 -4.287 0.201  -0.148
41 H 1.985 -2.682 0.870  0.086
42 H 2.609 -3.800 -1.249  0.114
43 H 0.963 -5.188 -2.447  0.112
44 H -1.307 -5.493 -1.532  0.112
45 H -1.910 -4.461 0.644  0.102

Summary:
Calculated total energy (eV): -132749.844
E_LUMO (eV): -3.7
Orbital gap (eV): 7.8806
Total charge: +1

=====

What is the calculated total energy in the second record? -29460.971 eV